No. 1
Molecular formula: C4H8O2
Method: DFT, ωB97M-V with the def2-TZVPD basis set

XYZ file:
```
14
Properties=species:S:1:pos:R:3:nbo_charge:R:1
O 2.228 -0.992 -0.358 -0.709
C 1.118 -0.220 -0.765 -0.056
C 0.370 0.365 0.412 -0.298
C -0.866 1.206 0.180 -0.455
C -0.997 -0.163 0.767 0.096
O -1.575 -1.224 0.065 -0.694
H 1.902 -1.657 0.261 0.465
H 0.432 -0.824 -1.383 0.148
H 1.520 0.567 -1.409 0.182
H 1.023 0.661 1.231 0.224
H -1.182 1.354 -0.853 0.211
H -1.033 2.070 0.817 0.227
H -1.258 -0.246 1.817 0.193
H -1.585 -1.012 -0.875 0.466
```

Results
F_max = 0.41 eV/A
2S+1 = 1
molecular weight = 88.11 g/mol
energy relative to the best compared isomer or geometry (same formula, charge and spin) = 196.78 kJ/mol
Kohn-Sham gap = 10.6 eV

=====

No. 2
Molecular formula: C4H8O2
Method: DFT, ωB97M-V with the def2-TZVPD basis set

XYZ file:
```
14
Properties=species:S:1:pos:R:3:nbo_charge:R:1
O 1.831 0.924 -0.515 -0.718
C 1.664 -0.325 0.126 -0.057
C 0.221 -0.887 0.054 -0.461
C -0.742 0.135 -0.490 0.057
C -2.005 0.439 0.180 -0.104
O -0.884 1.306 0.314 -0.521
H 1.263 1.563 -0.063 0.478
H 2.357 -1.002 -0.384 0.179
H 1.989 -0.257 1.174 0.161
H 0.184 -1.776 -0.584 0.215
H -0.106 -1.202 1.051 0.210
H -0.658 0.348 -1.555 0.196
H -2.276 -0.112 1.081 0.180
H -2.838 0.847 -0.389 0.186
```

Results
F_max = 0.40 eV/A
2S+1 = 1
molecular weight = 88.11 g/mol
energy relative to the best compared isomer or geometry (same formula, charge and spin) = 212.08 kJ/mol
Kohn-Sham gap = 11.3 eV

=====

No. 3
Molecular formula: C4H8O2
Method: DFT, ωB97M-V with the def2-TZVPD basis set

XYZ file:
```
14
Properties=species:S:1:pos:R:3:nbo_charge:R:1
O 0.015 -1.980 0.838 -0.718
C -0.765 -0.863 1.191 -0.059
C -0.092 0.472 0.864 -0.460
C -0.079 0.820 -0.609 -0.079
C 1.496 -0.002 -2.264 0.151
O 0.627 -0.244 -1.325 -0.510
H 0.277 -1.880 -0.088 0.482
H -1.761 -0.895 0.717 0.152
H -0.917 -0.931 2.273 0.186
H -0.602 1.290 1.386 0.223
H 0.942 0.438 1.224 0.219
H -1.090 0.918 -1.030 0.194
H 0.486 1.735 -0.804 0.188
H 1.463 1.123 -2.371 0.030
```

Results
F_max = 0.76 eV/A
2S+1 = 1
molecular weight = 88.11 g/mol
energy relative to the best compared isomer or geometry (same formula, charge and spin) = 398.47 kJ/mol
Kohn-Sham gap = 9.5 eV

=====

No. 4
Molecular formula: C4H8O2
Method: DFT, ωB97M-V with the def2-TZVPD basis set

XYZ file:
```
14
Properties=species:S:1:pos:R:3:nbo_charge:R:1
C 0.407 -1.525 0.401 -0.557
C -0.468 -0.719 0.999 0.170
O -1.284 0.188 0.406 -0.481
C -1.046 0.409 -0.967 -0.181
C 0.420 0.734 -1.283 0.415
O 1.042 1.598 -0.721 -0.501
H 1.109 -2.092 0.998 0.225
H 0.489 -1.624 -0.676 0.196
H -0.581 -0.669 2.077 0.199
H -1.380 -0.440 -1.580 0.182
H -1.637 1.291 -1.232 0.224
H 0.877 0.148 -2.109 0.114
H 1.007 1.483 1.496 0.027
H 1.044 1.219 2.191 -0.033
```

Results
F_max = 0.61 eV/A
2S+1 = 1
molecular weight = 88.11 g/mol
energy relative to the best compared isomer or geometry (same formula, charge and spin) = 320.48 kJ/mol
Kohn-Sham gap = 10.0 eV

=====

No. 5
Molecular formula: C4H8O2
Method: DFT, ωB97M-V with the def2-TZVPD basis set

XYZ file:
```
14
Properties=species:S:1:pos:R:3:nbo_charge:R:1
C -1.339 -0.151 -1.707 -0.243
O -0.988 0.113 -0.379 -0.555
C -0.140 -0.755 0.339 -0.057
C 0.466 0.185 1.373 -0.548
C 1.702 0.897 0.875 0.451
O 2.423 1.569 1.570 -0.516
H -1.451 0.830 -2.180 0.191
H -2.296 -0.683 -1.778 0.171
H -0.565 -0.715 -2.244 0.167
H 0.627 -1.206 -0.317 0.165
H -0.687 -1.585 0.813 0.178
H 0.643 -0.237 2.365 0.236
H -0.303 0.958 1.481 0.262
H 1.907 0.781 -0.214 0.098
```

Results
F_max = 0.50 eV/A
2S+1 = 1
molecular weight = 88.11 g/mol
energy relative to the best compared isomer or geometry (same formula, charge and spin) = 178.10 kJ/mol
Kohn-Sham gap = 10.7 eV

=====

No. 6
Molecular formula: C4H8O2
Method: DFT, ωB97M-V with the def2-TZVPD basis set

XYZ file:
```
14
Properties=species:S:1:pos:R:3:nbo_charge:R:1
C 1.771 -0.692 -0.984 -0.610
C 1.162 0.157 0.134 -0.071
O 1.179 1.517 -0.243 -0.719
C -0.162 -0.464 0.500 0.250
O -1.082 0.460 0.383 -0.520
C -2.426 0.043 0.670 -0.248
H 1.779 -1.750 -0.705 0.222
H 2.792 -0.361 -1.187 0.220
H 1.182 -0.572 -1.899 0.210
H 1.772 0.015 1.045 0.193
H 0.294 1.868 -0.075 0.477
H -2.992 0.062 -0.264 0.193
H -2.853 0.755 1.380 0.192
H -2.393 -0.965 1.086 0.211
```

Results
F_max = 0.55 eV/A
2S+1 = 1
molecular weight = 88.11 g/mol
energy relative to the best compared isomer or geometry (same formula, charge and spin) = 340.06 kJ/mol
Kohn-Sham gap = 9.7 eV

=====

No. 7
Molecular formula: C4H8O2
Method: DFT, ωB97M-V with the def2-TZVPD basis set

XYZ file:
```
14
Properties=species:S:1:pos:R:3:nbo_charge:R:1
C -0.313 1.764 0.261 -0.624
C -0.098 0.336 -0.232 0.081
C -1.024 -0.765 0.294 -0.624
O 1.196 -0.136 0.242 -0.528
C 1.589 -1.257 -0.393 0.646
O 1.374 -1.525 -1.546 -0.574
H -1.222 2.193 -0.180 0.220
H -0.404 1.825 1.350 0.212
H 0.525 2.401 -0.046 0.225
H -0.072 0.333 -1.324 0.203
H -1.166 -0.645 1.374 0.211
H -0.509 -1.721 0.117 0.212
H -1.981 -0.863 -0.215 0.218
H 2.105 -1.941 0.297 0.123
```

Results
F_max = 0.56 eV/A
2S+1 = 1
molecular weight = 88.11 g/mol
energy relative to the best compared isomer or geometry (same formula, charge and spin) = 82.03 kJ/mol
Kohn-Sham gap = 11.7 eV

=====

No. 8
Molecular formula: C4H8O2
Method: DFT, ωB97M-V with the def2-TZVPD basis set

XYZ file:
```
14
Properties=species:S:1:pos:R:3:nbo_charge:R:1
C -1.404 1.177 0.321 -0.612
C -0.257 0.236 0.600 -0.336
C 0.066 -0.724 -0.453 0.563
O -0.414 -1.377 -1.347 -0.517
C 1.122 0.251 -0.199 -0.011
O 1.411 1.169 -1.198 -0.687
H -1.217 2.175 0.724 0.220
H -1.572 1.264 -0.757 0.222
H -2.324 0.785 0.765 0.225
H -0.067 -0.015 1.643 0.243
H 1.961 0.023 0.460 0.204
H 1.195 0.749 -2.042 0.485
H 0.909 -2.760 1.063 -0.018
H 0.593 -2.954 0.420 0.021
```

Results
F_max = 0.54 eV/A
2S+1 = 1
molecular weight = 88.11 g/mol
energy relative to the best compared isomer or geometry (same formula, charge and spin) = 350.75 kJ/mol
Kohn-Sham gap = 10.0 eV

=====

No. 9
Molecular formula: C4H8O2
Method: DFT, ωB97M-V with the def2-TZVPD basis set

XYZ file:
```
14
Properties=species:S:1:pos:R:3:nbo_charge:R:1
C -0.100 1.727 0.367 -0.579
C 0.910 0.990 0.826 0.183
O 2.012 0.608 0.141 -0.670
H -0.141 2.056 -0.670 0.198
H -0.928 1.981 1.021 0.212
H 0.921 0.581 1.834 0.181
H 1.955 0.957 -0.760 0.477
C 0.175 -1.880 -0.342 -0.510
C -0.961 -1.205 -0.217 0.141
O -1.549 -0.552 -1.262 -0.693
H 0.722 -1.879 -1.279 0.205
H 0.612 -2.392 0.511 0.210
H -1.481 -1.129 0.738 0.164
H -2.120 0.144 -0.913 0.480
```

Results
F_max = 0.48 eV/A
2S+1 = 1
molecular weight = 88.11 g/mol
energy relative to the best compared isomer or geometry (same formula, charge and spin) = 241.98 kJ/mol
Kohn-Sham gap = 9.7 eV

=====

No. 10
Molecular formula: C4H8O2
Method: DFT, ωB97M-V with the def2-TZVPD basis set

XYZ file:
```
14
Properties=species:S:1:pos:R:3:nbo_charge:R:1
C -1.796 -0.883 0.708 -0.722
C -0.714 -0.321 -0.185 0.613
O -0.703 -0.586 -1.375 -0.574
C 0.362 0.550 0.438 -0.545
C 1.673 0.492 -0.351 -0.053
O 1.535 1.018 -1.646 -0.724
H -1.511 -1.908 0.977 0.246
H -1.923 -0.313 1.633 0.221
H -2.736 -0.935 0.156 0.243
H -0.012 1.584 0.431 0.244
H 0.515 0.275 1.490 0.221
H 2.033 -0.550 -0.371 0.158
H 2.437 1.089 0.156 0.182
H 0.838 0.485 -2.061 0.490
```

Results
F_max = 0.48 eV/A
2S+1 = 1
molecular weight = 88.11 g/mol
energy relative to the best compared isomer or geometry (same formula, charge and spin) = 75.11 kJ/mol
Kohn-Sham gap = 10.8 eV

=====

No. 11
Molecular formula: C4H8O2
Method: DFT, ωB97M-V with the def2-TZVPD basis set

XYZ file:
```
14
Properties=species:S:1:pos:R:3:nbo_charge:R:1
C -1.016 -0.786 0.693 -0.601
C -0.193 0.409 0.198 -0.355
C -0.978 1.177 -0.847 0.453
O -2.031 1.718 -0.610 -0.513
C 1.168 -0.027 -0.325 -0.053
O 1.796 -0.766 0.701 -0.719
H -1.977 -0.441 1.083 0.227
H -0.470 -1.310 1.481 0.233
H -1.206 -1.497 -0.121 0.202
H -0.035 1.093 1.042 0.230
H -0.549 1.206 -1.877 0.102
H 1.037 -0.637 -1.236 0.156
H 1.767 0.855 -0.603 0.164
H 2.688 -0.994 0.421 0.474
```

Results
F_max = 0.54 eV/A
2S+1 = 1
molecular weight = 88.11 g/mol
energy relative to the best compared isomer or geometry (same formula, charge and spin) = 119.41 kJ/mol
Kohn-Sham gap = 10.6 eV

=====

No. 12
Molecular formula: C4H8O2
Method: DFT, ωB97M-V with the def2-TZVPD basis set

XYZ file:
```
14
Properties=species:S:1:pos:R:3:nbo_charge:R:1
C -1.574 -0.760 0.352 -0.626
C -0.343 -0.388 -0.449 0.070
O -0.791 0.104 -1.703 -0.714
C 0.519 0.739 0.126 0.036
C 1.856 0.513 0.686 -0.144
O 1.683 0.836 -0.680 -0.487
H -2.169 0.135 0.557 0.213
H -2.196 -1.453 -0.224 0.227
H -1.306 -1.242 1.298 0.210
H 0.274 -1.295 -0.615 0.165
H 0.008 0.362 -2.187 0.478
H 0.012 1.614 0.505 0.187
H 1.668 -0.463 1.087 0.190
H 2.361 1.299 1.247 0.196
```

Results
F_max = 2.36 eV/A
2S+1 = 1
molecular weight = 88.11 g/mol
energy relative to the best compared isomer or geometry (same formula, charge and spin) = 266.31 kJ/mol
Kohn-Sham gap = 11.2 eV

=====

- Which value of Kohn-Sham gap does entry 10 give?
  10.8 eV

=====

- Which of these has the highest Kohn-Sham gap?
  number 7

=====

- The highest Kohn-Sham gap belongs to which entry?
  number 7

=====

- Which formula does entry 5 have?
  C4H8O2